Below is C3H10N2O2 as an isolated structure in a non-equilibrium geometry, with properties calculated with the ωB97M-V functional and the def2-TZVPD basis.

Geometry as XYZ:
```
17
Properties=species:S:1:pos:R:3:forces:R:3:lowdin_charge:R:1
O -0.375 -0.130 -2.000 0.0 0.0 0.1 -0.02
C 0.313 0.810 -2.379 -0.4 -0.5 -0.4 -0.48
O 1.003 1.582 -1.624 -0.2 -0.2 0.6 -0.04
H 0.387 1.010 -3.453 0.0 0.3 -0.2 0.12
N 1.384 0.477 0.560 -0.2 -0.5 0.5 0.06
C 0.525 -0.686 0.906 0.2 0.4 0.0 -0.21
C -0.895 -0.214 1.146 -0.7 -0.8 -0.6 -0.28
N -1.826 -1.215 0.587 0.4 0.3 0.0 0.00
H 0.982 1.010 -0.546 0.9 0.7 -0.6 0.06
H 1.329 1.202 1.263 0.0 0.1 0.2 0.12
H 2.358 0.192 0.496 -0.1 0.1 -0.2 0.13
H 0.569 -1.344 0.050 -0.2 -0.2 -0.2 0.11
H 0.899 -1.207 1.774 0.3 -0.2 0.3 0.11
H -1.116 -0.150 2.206 0.1 0.3 0.2 0.11
H -1.025 0.756 0.666 0.0 0.3 0.1 0.11
H -2.771 -0.921 0.771 -0.3 0.0 0.2 0.06
H -1.740 -1.173 -0.424 0.2 -0.1 -0.1 0.05
```
Positions in Å, forces in eV/Å.

Calculated values
2S+1 = 1
Highest occupied orbital energy = -9.47 eV
Relative energy (zero: lowest compared OMol25 entry of this formula, charge and spin) = 25.4 kcal per mole